## one
Here is a 6-piece molecular cluster, H11O5S overall from the OMol25 dataset. Energies are from ωB97M-V with the def2-TZVPD basis set.

ORCA input file:
```
! wB97M-V def2-TZVPD RIJCOSX def2/J DEFGRID3
* xyz -1 1
S 1.062 2.162 -0.203
H 1.533 2.390 -1.528
H 1.261 -0.022 0.665
H 1.453 -1.454 0.367
O 0.963 -0.941 0.934
H -1.014 -1.620 1.324
H -2.289 -0.874 1.376
O -1.927 -1.770 1.460
H -0.572 0.696 2.987
H -0.730 1.147 1.509
O -0.977 1.365 2.426
H -1.805 0.744 -0.829
H -0.491 0.780 -1.042
O -1.167 0.299 -1.478
H 1.195 -1.146 -3.249
H 1.740 -0.438 -2.185
O 1.766 -1.317 -2.534
*
```

## two
Here is a 6-piece molecular cluster, H11O5S overall from the OMol25 dataset. Energies are from ωB97M-V with the def2-TZVPD basis set.

ORCA input file:
```
! wB97M-V def2-TZVPD RIJCOSX def2/J DEFGRID3
* xyz -1 1
S 0.503 -1.098 1.191
H 0.711 -2.416 0.968
H -0.097 0.299 3.014
H 0.150 0.495 4.450
O -0.141 1.009 3.683
H -0.979 -1.036 -3.187
H -1.512 0.269 -2.632
O -1.477 -0.256 -3.455
H -0.770 0.352 -0.523
H -2.149 0.285 -0.234
O -1.580 0.800 -0.819
H 0.411 -1.879 -0.888
H 1.368 -1.851 -2.120
O 0.443 -1.803 -1.861
H 2.341 2.276 0.445
H 1.217 1.852 1.152
O 1.562 2.703 0.818
*
```

Compare the structures above. Which one is the least stable? one is.